DFT (wB97M-V/def2-TZVPD) results for a molecular structure, C32H79AlBrO17P4.

**Multiplicity**: 1
**HOMO-LUMO gap**: 6.4065 eV
**Net charge**: -1

Last column: Löwdin charge in e.
Atoms and positions in Å:
C -3.4674 0.6841 3.3689  -0.11
C -4.5723 1.3005 2.4881  -0.26
C -4.3434 1.0776 0.9893  -0.24
C -3.1742 1.9000 0.4363  -0.22
C -2.6652 1.4057 -0.9230  -0.21
C -1.6875 0.2243 -0.8368  -0.21
C -0.8038 0.0877 -2.0914  -0.21
C 0.6093 0.6568 -1.8875  -0.23
C 1.6857 -0.4060 -1.6269  -0.32
C 2.9573 0.1694 -0.9648  -0.25
Al 3.3620 -0.6667 0.8471  0.30
C 3.1643 0.7012 2.3321  -0.25
C 1.8433 0.5320 3.1236  -0.29
C 1.0539 1.8350 3.4113  -0.21
C 1.4409 2.4918 4.7587  -0.20
C 0.8192 1.8195 5.9870  -0.18
C -0.6994 1.8791 6.0076  -0.24
O -1.1995 1.0910 7.0771  -0.19
C -2.4716 1.4780 7.5096  -0.14
C 5.2288 -1.5192 0.8681  -0.32
C 5.2839 -2.9492 1.3788  -0.83
C 6.6251 -3.6737 1.2431  -0.19
Br 4.8204 -2.9558 3.3049  0.61
H -2.8216 0.0173 2.7861  0.08
H -2.8106 1.4485 3.7969  0.05
H -3.8855 0.1115 4.1994  0.06
H -4.6311 2.3809 2.6806  0.10
H -5.5441 0.8785 2.7710  0.09
H -5.2572 1.3190 0.4339  0.11
H -4.1410 0.0094 0.8303  0.11
H -2.3438 1.8594 1.1566  0.10
H -3.4977 2.9440 0.3512  0.11
H -2.1597 2.2324 -1.4376  0.11
H -3.5161 1.1088 -1.5509  0.11
H -1.0363 0.3684 0.0372  0.11
H -2.2530 -0.7039 -0.6837  0.10
H -1.2923 0.5943 -2.9360  0.09
H -0.7202 -0.9707 -2.3684  0.10
H 0.5988 1.3293 -1.0190  0.10
H 0.9078 1.2561 -2.7562  0.10
H 1.2297 -1.1732 -0.9831  0.06
H 1.9246 -0.8913 -2.5846  0.08
H 2.8177 1.2528 -0.8163  0.04
H 3.8296 0.0426 -1.6189  0.03
H 2.2465 -1.8545 1.1020  -0.02
H 4.0209 0.5907 3.0156  0.03
H 3.2313 1.7249 1.9345  0.04
H 1.1719 -0.1481 2.5778  0.06
H 2.0739 0.0473 4.0801  0.08
H 1.2641 2.5518 2.6055  0.10
H -0.0218 1.6300 3.3576  0.07
H 2.5321 2.4439 4.8313  0.09
H 1.1578 3.5558 4.7682  0.11
H 1.1597 0.7849 6.1114  0.10
H 1.1645 2.3518 6.8847  0.12
H -1.1307 1.5233 5.0644  0.09
H -1.0278 2.9229 6.1438  0.12
H -2.5311 2.5664 7.6478  0.08
H -2.6604 0.9906 8.4693  0.08
H -3.2577 1.1759 6.8018  0.08
H 5.6210 -1.5354 -0.1622  0.05
H 5.9274 -0.9121 1.4664  0.05
H 4.4897 -3.5484 0.9225  0.05
H 7.0956 -3.3635 0.3010  0.06
H 6.5193 -4.7617 1.2555  0.07
H 7.3045 -3.3813 2.0485  0.05
C 3.5068 -1.2627 6.8101  -0.09
O 3.9798 -0.3097 7.7827  -0.22
P 4.8489 0.9300 7.2933  0.34
O 4.3626 1.5494 6.0683  -0.20
O 6.3527 0.4133 7.2436  -0.23
C 6.7716 -0.3634 6.1079  -0.08
O 4.8655 1.8405 8.5756  -0.20
C 5.3478 1.3505 9.8303  -0.09
H 2.4293 -1.3547 6.9297  0.09
H 3.7162 -0.9346 5.7919  0.06
H 3.9828 -2.2235 7.0008  0.09
H 6.2866 -0.0143 5.1983  0.08
H 6.5428 -1.4160 6.2689  0.08
H 7.8477 -0.2367 6.0170  0.09
H 6.1057 0.5820 9.6882  0.08
H 4.5148 0.9470 10.4044  0.09
H 5.7837 2.1969 10.3556  0.09
C -4.4298 3.3750 -7.4562  -0.09
O -3.1101 3.2527 -6.9088  -0.21
P -2.9105 3.0841 -5.3382  0.34
O -3.8720 2.1883 -4.7008  -0.22
O -2.8784 4.5569 -4.7349  -0.22
C -4.1036 5.2635 -4.5295  -0.09
O -1.4178 2.6430 -5.2307  -0.20
C -0.3275 3.4236 -5.7447  -0.07
H -4.5471 2.6156 -8.2258  0.09
H -5.1923 3.2154 -6.6943  0.08
H -4.5374 4.3653 -7.8972  0.08
H -4.8926 4.5814 -4.2117  0.09
H -4.3987 5.7819 -5.4433  0.09
H -3.9220 5.9929 -3.7447  0.09
H -0.5665 4.4854 -5.7318  0.08
H -0.1051 3.1008 -6.7599  0.09
H 0.5238 3.2316 -5.0981  0.09
C 4.6700 -4.0477 -1.8510  -0.07
O 5.0915 -4.2215 -3.2198  -0.21
P 4.4355 -3.3158 -4.3485  0.34
O 4.2144 -1.9306 -3.9601  -0.21
O 3.1160 -4.0805 -4.8142  -0.23
C 1.9382 -3.9570 -4.0022  -0.08
O 5.3959 -3.5696 -5.5678  -0.20
C 5.6532 -4.8914 -6.0523  -0.09
H 5.5562 -3.8796 -1.2480  0.07
H 4.0100 -3.1862 -1.7421  0.09
H 4.1675 -4.9566 -1.5222  0.09
H 1.8685 -2.9572 -3.5724  0.07
H 1.9491 -4.7055 -3.2090  0.09
H 1.0849 -4.1317 -4.6523  0.09
H 4.8049 -5.5495 -5.8727  0.08
H 6.5404 -5.2896 -5.5620  0.09
H 5.8275 -4.8090 -7.1223  0.09
C -9.7472 -0.5770 -4.6885  -0.10
O -8.3332 -0.4277 -4.8349  -0.21
P -7.5672 -1.1424 -6.0377  0.32
O -8.2638 -1.0674 -7.3211  -0.23
O -7.2729 -2.6290 -5.5423  -0.22
C -8.3133 -3.6058 -5.5718  -0.10
O -6.1607 -0.4801 -5.9797  -0.19
C -5.3495 -0.4964 -4.7789  -0.07
H -10.1885 0.4163 -4.6342  0.09
H -10.1827 -1.1060 -5.5362  0.08
H -9.9525 -1.1155 -3.7638  0.09
H -8.9543 -3.4612 -6.4421  0.08
H -8.9049 -3.5570 -4.6560  0.08
H -7.8348 -4.5797 -5.6352  0.09
H -5.5679 -1.3778 -4.1789  0.08
H -5.5327 0.4124 -4.2147  0.07
H -4.3136 -0.5106 -5.0987  0.09

---

DFT (wB97M-V/def2-TZVPD) results for C5H7NO in the gas phase.

**Multiplicity**: 1
**HOMO-LUMO gap**: 10.6811 eV
**Energy above the lowest of the compared OMol25 structures with the same formula, charge and spin**: 303.0 kJ/mol
**Net charge**: 0

Last column: Löwdin charge in e.
Atoms and positions in Å:
C -1.9291 0.4979 -0.6265  0.00
C 0.3957 -0.4307 0.1026  -0.34
N 1.0698 -1.4729 0.8519  0.11
C 1.0216 -0.0946 1.3516  -0.17
C 1.4726 0.6206 0.1197  -0.02
C -0.8187 -0.5189 -0.7487  -0.37
O -0.8440 -1.3719 -1.6087  0.10
H -1.8972 1.1622 -1.4967  0.09
H -1.8847 1.0928 0.2886  0.08
H -2.8768 -0.0458 -0.6717  0.09
H 1.9847 -1.6856 0.4473  0.09
H 0.7294 0.2198 2.3442  0.13
H 2.4253 0.3701 -0.3543  0.10
H 1.1514 1.6570 0.0008  0.11

---

DFT (wB97M-V/def2-TZVPD) results for a molecular structure, C6H13NO9V.

**Multiplicity**: 2
**HOMO-LUMO gap (alpha / beta)**: 3.3143 / 5.6872 eV
**Net charge**: -2
**⟨S²⟩**: 0.76

Last column: Löwdin spin population.
Atoms and positions in Å:
O 0.3639 -1.7454 0.1005  -0.02
V -0.5198 -0.4539 0.3165  0.93
O -2.0550 -0.7961 0.0678  0.01
C 1.5533 2.9618 -1.3339  0.00
C 0.9219 1.6761 -0.8977  0.01
O 1.4573 0.9372 0.0122  0.00
O -0.1470 1.2247 -1.3686  0.03
H 0.8571 3.7892 -1.1965  0.00
H 1.9365 2.8065 -2.3424  0.00
H 2.4144 3.0581 -0.6725  0.00
C -0.7622 1.1571 4.2461  0.00
C -0.6210 0.6550 2.8186  0.01
O -0.9192 1.4096 1.9127  0.01
O -0.2456 -0.5036 2.5907  0.01
H -0.1213 2.0388 4.2374  0.00
H -0.5624 0.3866 4.9907  0.00
H -1.7427 1.5745 4.4754  0.00
C 3.3983 -2.8643 1.1506  0.00
O 4.5549 -3.6669 1.3284  0.00
H 3.4508 -2.2120 2.0223  0.00
H 3.4993 -2.3222 0.2104  0.00
H 2.4374 -3.3732 1.2266  0.00
H 5.3141 -3.0794 1.3267  0.00
C -3.8620 0.1575 -3.6409  0.00
N -3.1006 -1.0845 -3.4918  0.00
O -3.5020 -2.0739 -4.0937  0.01
O -2.0229 -1.0601 -2.8889  0.00
H -4.2475 0.4084 -2.6527  0.00
H -4.6058 0.1302 -4.4372  0.00
H -3.1222 0.8643 -4.0168  0.00

---

DFT (wB97M-V/def2-TZVPD) results for C24H26FN3O4S in the gas phase.

**Multiplicity**: 1
**HOMO-LUMO gap**: 8.7823 eV
**Energy above the lowest of the compared OMol25 structures with the same formula, charge and spin**: 115.8 kJ/mol
**Net charge**: 0

Last column: Löwdin charge in e.
Atoms and positions in Å:
C -0.4668 -4.1277 -1.8079  0.02
C -0.7489 -2.7318 -1.3996  -0.24
C 0.0435 -1.6155 -1.2918  -0.28
N -0.7309 -0.5717 -0.8709  0.20
C -1.9301 -1.0694 -0.7287  -0.27
C -3.0935 -0.3340 -0.2882  -0.06
C -4.3121 -0.9527 -0.0057  -0.21
C -5.4059 -0.2312 0.4354  0.00
C -5.2970 1.1383 0.5990  -0.08
C -4.0988 1.7768 0.3155  -0.08
C -3.0112 1.0501 -0.1237  -0.01
H -2.0747 1.5273 -0.3594  0.09
H -4.0177 2.8464 0.4359  0.10
H -6.1482 1.7052 0.9436  0.11
H -6.3272 -0.7518 0.6445  0.12
F -4.4525 -2.2794 -0.1641  0.09
O -1.9967 -2.3706 -1.0472  0.14
C 1.4875 -1.4607 -1.5214  -0.12
H 1.7991 -1.8163 -2.5014  0.12
H 1.7908 -0.4276 -1.3776  0.08
S 2.4781 -2.5039 -0.3739  0.70
O 2.6970 -3.7646 -1.0348  -0.33
O 3.6549 -1.7592 -0.0029  -0.33
C 1.5418 -2.9243 1.1560  -0.09
C 0.5360 -1.9204 1.6765  -0.48
O -0.6576 -2.1635 1.5905  0.06
N 0.9994 -0.8167 2.2871  -0.03
C 2.3622 -0.3480 2.3657  -0.12
H 3.0730 -1.1102 2.0556  0.10
C 2.5423 0.8719 1.4603  -0.16
N 1.5813 1.9084 1.7887  -0.14
C 0.2215 1.3970 1.7150  -0.17
C 0.0651 0.2210 2.6745  -0.10
H -0.9456 -0.1838 2.6190  0.12
H 0.2902 0.5313 3.6986  0.13
H -0.4637 2.1970 2.0039  0.13
H -0.0396 1.0427 0.7049  0.09
C 1.7706 3.1201 0.9940  -0.14
C 1.4934 2.9183 -0.4756  -0.22
C 0.2126 3.1051 -0.9827  -0.06
C -0.0811 2.7963 -2.2987  -0.08
C 0.9064 2.2966 -3.1298  -0.09
C 2.1921 2.1307 -2.6443  -0.09
C 2.4839 2.4411 -1.3269  -0.06
H 3.4927 2.3162 -0.9594  0.12
H 2.9719 1.7557 -3.2913  0.11
H 0.6772 2.0458 -4.1549  0.10
H -1.0830 2.9417 -2.6755  0.10
H -0.5588 3.5049 -0.3391  0.11
H 2.8017 3.4494 1.1464  0.12
H 1.0996 3.8803 1.4037  0.12
H 3.5483 1.2723 1.6043  0.13
H 2.4522 0.5333 0.4173  0.09
H 2.5574 -0.0630 3.4053  0.13
H 2.3231 -3.1499 1.8776  0.12
H 1.0083 -3.8349 0.8945  0.11
H 0.6040 -4.3143 -1.7858  0.06
H -0.9768 -4.8134 -1.1341  0.10
H -0.8408 -4.3108 -2.8157  0.09

---

DFT (wB97M-V/def2-TZVPD) results for a molecular structure, C32H37F3O6SSbSc.

**Multiplicity**: 1
**HOMO-LUMO gap**: 7.9724 eV
**Energy above the lowest of the compared OMol25 structures with the same formula, charge and spin**: 27.4 kJ/mol
**Net charge**: +2

Last column: Löwdin charge in e.
Atoms and positions in Å:
Sc -0.6910 -1.0514 1.1069  1.02
C -2.7643 -3.4175 2.5397  -0.01
O -2.5374 -2.0344 2.1674  -0.32
C -3.1706 -1.1192 3.0670  -0.14
C -3.4187 0.1327 2.2724  -0.10
O -2.1534 0.5359 1.6818  -0.25
C -1.5912 1.7865 2.1681  -0.10
C -0.4714 1.4238 3.1026  -0.13
O 0.3584 0.5329 2.3481  -0.35
C 1.6558 0.3549 2.9621  -0.03
H -3.8230 -3.6459 2.3991  0.12
H -2.1485 -4.0456 1.9022  0.08
H -2.4754 -3.5639 3.5807  0.12
H -4.1183 -1.5333 3.4270  0.16
H -2.5161 -0.9534 3.9312  0.15
H -4.1073 -0.0442 1.4432  0.14
H -3.8071 0.9433 2.8880  0.15
H -1.2258 2.3184 1.2864  0.11
H -2.3687 2.3869 2.6432  0.15
H 0.1043 2.3119 3.3924  0.16
H -0.8191 0.9177 4.0133  0.15
H 2.1237 1.3375 3.0605  0.11
H 1.5284 -0.1310 3.9292  0.12
H 2.2448 -0.2590 2.2884  0.08
C 0.1478 -3.6169 -1.9115  0.00
C -0.9092 -2.5611 -1.8058  -0.26
C -1.0891 -1.6278 -2.8332  -0.04
C -2.1310 -0.7202 -2.7944  -0.05
C -3.0513 -0.7395 -1.7466  -0.07
C -2.9161 -1.6761 -0.7349  -0.09
C -1.8217 -2.5591 -0.7424  -0.12
H -0.1661 -4.3594 -2.6473  0.11
H 0.3026 -4.1368 -0.9686  0.07
H 1.0911 -3.1980 -2.2541  0.08
H -0.4082 -1.6386 -3.6748  0.13
H -2.2516 -0.0074 -3.5983  0.13
H -3.8929 -0.0618 -1.7568  0.12
H -3.6725 -1.7677 0.0311  0.11
H -1.7453 -3.3889 -0.0299  0.11
C 2.9834 -0.8817 -4.7458  -0.05
C 1.9649 0.0450 -4.9137  -0.06
C 1.2626 0.5150 -3.8128  -0.13
C 1.5775 0.0543 -2.5380  -0.38
C 2.5923 -0.8848 -2.3753  -0.15
C 3.2974 -1.3483 -3.4779  -0.06
Sb 0.5673 0.7642 -0.8529  1.62
C -0.6159 2.3482 -1.5531  -0.39
C -0.0093 3.4085 -2.2260  -0.12
C -0.7722 4.4759 -2.6744  -0.05
C -2.1413 4.4947 -2.4539  -0.05
C -2.7517 3.4455 -1.7845  -0.06
C -1.9897 2.3746 -1.3368  -0.16
C 2.0721 1.8452 0.1409  -0.37
C 3.3655 1.3478 0.2652  -0.12
C 4.3281 2.0613 0.9654  -0.06
C 4.0049 3.2785 1.5486  -0.06
C 2.7202 3.7868 1.4200  -0.06
C 1.7585 3.0750 0.7148  -0.14
H 3.5346 -1.2382 -5.6034  0.12
H 1.7206 0.4069 -5.9008  0.12
H 0.4698 1.2376 -3.9656  0.10
H 2.8404 -1.2821 -1.3934  0.09
H 4.0882 -2.0713 -3.3461  0.12
H 1.0599 3.4182 -2.3962  0.11
H -0.2965 5.2948 -3.1944  0.12
H -2.7306 5.3279 -2.8075  0.12
H -3.8193 3.4604 -1.6180  0.11
H -2.4841 1.5502 -0.8353  0.07
H 3.6520 0.4050 -0.1913  0.09
H 5.3331 1.6731 1.0470  0.12
H 4.7566 3.8388 2.0842  0.12
H 2.4713 4.7456 1.8511  0.11
H 0.7679 3.5054 0.6024  0.10
F 2.2424 -4.0163 3.9460  0.19
C 2.4683 -3.4001 2.7990  -0.66
F 3.1379 -4.1752 1.9681  0.19
F 3.1462 -2.2885 3.0147  0.18
S 0.8067 -3.0576 2.0292  0.63
O 0.2725 -4.3352 1.7157  -0.20
O 0.0180 -2.1760 2.9240  -0.31
O 1.0349 -2.1532 0.8272  -0.38

---

DFT (wB97M-V/def2-TZVPD) results for C3H4N4 in the gas phase.

**Multiplicity**: 1
**HOMO-LUMO gap**: 8.0550 eV
**Energy above the lowest of the compared OMol25 structures with the same formula, charge and spin**: 476.5 kJ/mol
**Net charge**: 0

Last column: Löwdin charge in e.
Atoms and positions in Å:
N -1.5528 1.0373 -1.2354  0.02
C -0.4433 0.5225 -0.7482  -0.13
C -0.7226 -0.0646 0.5688  -0.24
N 0.1244 -0.6794 1.3178  0.03
C 1.4341 -0.9305 1.0760  -0.23
N 2.1173 -0.5897 -0.0043  -0.07
N 2.7727 -0.3413 -0.8909  0.24
H -2.4575 1.0077 -0.7555  0.10
H -1.5625 1.4924 -2.1379  0.09
H -1.7345 0.0098 1.0009  0.09
H 2.0248 -1.4642 1.8086  0.11

---

DFT (wB97M-V/def2-TZVPD) results for a molecular structure, C28H24N7S4SbTi.

**Multiplicity**: 1
**HOMO-LUMO gap**: 5.3233 eV
**Energy above the lowest of the compared OMol25 structures with the same formula, charge and spin**: 12.1 kJ/mol
**Net charge**: 0

Last column: Löwdin charge in e.
Atoms and positions in Å:
Ti 1.0051 0.0097 1.3414  0.47
C -1.5345 -4.0955 3.4396  -0.16
C -1.0591 -2.7910 3.5900  -0.13
N -1.1144 -1.9200 2.6024  0.11
C -1.6251 -2.3534 1.4522  -0.27
C -2.0779 -3.6537 1.3026  -0.07
N -2.0534 -4.5282 2.3044  0.10
C -1.7732 -1.3422 0.3859  -0.18
C -2.7205 -1.5283 -0.6167  0.07
C -2.9494 -0.5499 -1.5601  -0.12
C -2.2622 0.6516 -1.4150  0.06
C -1.3340 0.7784 -0.4043  -0.19
N -1.0313 -0.2208 0.4546  0.09
C -0.6924 2.0881 -0.1225  -0.18
C -0.9464 3.2560 -0.8246  -0.03
N -0.4434 4.4241 -0.4351  0.11
C 0.3006 4.4263 0.6589  -0.09
C 0.6083 3.2535 1.3424  -0.10
N 0.1338 2.0913 0.9211  0.04
C -3.9188 -0.7412 -2.6613  -0.17
C -5.1109 -1.4280 -2.4699  -0.01
C -5.9756 -1.5754 -3.5438  -0.13
N -5.7306 -1.1029 -4.7623  0.07
C -4.5850 -0.4514 -4.9375  -0.13
C -3.6562 -0.2405 -3.9298  -0.01
H -1.4890 -4.7894 4.2680  0.11
H -0.6250 -2.4617 4.5260  0.11
H -2.4606 -4.0190 0.3575  0.11
H -3.2802 -2.4532 -0.6482  0.12
H -2.4744 1.4804 -2.0727  0.12
H -1.5605 3.2669 -1.7138  0.12
H 0.6818 5.3761 1.0130  0.12
H 1.2330 3.2399 2.2245  0.09
H -5.3903 -1.8224 -1.5018  0.12
H -6.9149 -2.0990 -3.4087  0.11
H -4.3913 -0.0765 -5.9358  0.11
H -2.7345 0.2825 -4.1508  0.12
C 3.7238 1.6557 2.8571  -0.11
N 3.3109 1.0236 1.5975  -0.29
C 4.2504 -0.0882 1.3377  -0.10
C 3.4663 2.0083 0.5072  -0.17
C 2.8101 1.4980 -0.7412  -0.25
C 3.2047 1.9759 -1.9883  -0.05
C 2.6121 1.4894 -3.1401  -0.09
C 1.6517 0.4882 -3.0303  -0.09
C 1.2819 0.0161 -1.7813  -0.15
C 1.8254 0.5233 -0.5913  -0.24
H 4.7435 2.0492 2.7611  0.10
H 3.7023 0.9294 3.6662  0.07
H 3.0550 2.4753 3.1141  0.06
H 5.2696 0.3111 1.2592  0.10
H 3.9808 -0.6003 0.4178  0.07
H 4.2080 -0.7971 2.1605  0.03
H 4.5353 2.2082 0.3430  0.13
H 3.0325 2.9549 0.8428  0.11
H 3.9892 2.7221 -2.0587  0.11
H 2.9152 1.8588 -4.1106  0.10
H 1.2119 0.0597 -3.9229  0.10
H 0.5650 -0.8002 -1.7372  0.08
S 1.5712 -5.1448 3.0600  -0.25
Sb 2.8728 -3.4991 2.2913  0.38
S 1.5043 -2.1818 0.7135  0.12
S 2.3841 -1.7053 4.1522  0.47
S 0.6922 0.7581 3.6917  0.66
C 1.5820 -0.5692 3.2597  -1.38

---

no.,molecular weight (g mol⁻¹)
1,966.75
2,97.12
3,294.11
4,471.55
5,773.42
6,96.09
7,756.44